C4H2N2OS | ωB97M-V/def2-TZVPD

Values from the calculation:
Lowest unoccupied orbital energy (Eh): 0.01363
Structure (SMILES): c1nc2conc2s1
Energy relative to the best compared isomer or geometry (same formula, charge and spin) (eV): 1.039
Highest occupied orbital energy (eV): -9.580
Total energy (Ha): -736.471095

Structure (ORCA input):
```
! wB97M-V def2-TZVPD RIJCOSX def2/J DEFGRID3
* xyz 0 1
C -0.47 -0.42 -1.85
N 0.54 -0.74 -1.18
C 0.41 -0.17 0.14
C 0.92 -0.34 1.36
O 0.26 0.50 2.22
N -0.76 1.23 1.51
C -0.59 0.82 0.30
S -1.47 0.98 -1.19
H -0.73 -0.87 -2.86
H 1.89 -1.00 1.54
*
```